Entry 1:
CH2ClI | ωB97M-V with the def2-TZVPD basis set

Results
DFT total energy: -797.095908 Ha
LUMO (spin up / spin down): -0.0285 / -0.1080 Eh
Highest occupied orbital energy (spin up / spin down): -9.95 / -9.09 eV
Relative energy (zero: lowest compared OMol25 entry of this formula, charge and spin): 43.89 kcal/mol
Gap between HOMO and LUMO (spin up / spin down): 9.175 / 6.151 eV

XYZ file:
```
5
Properties=species:S:1:pos:R:3:forces:R:3:nbo_charge:R:1
C 0.588831 -0.000286 0.052776 -0.6488 -0.9344 -2.4796 -0.33
Cl 1.069519 -1.655757 0.001535 -0.3482 1.1151 0.1145 0.04
I -2.845715 0.584324 -0.054320 0.5629 -0.1206 0.0473 -0.10
H 0.440371 0.517908 -0.916490 0.1770 -0.6486 0.8187 0.21
H 0.746996 0.553811 0.916498 0.2570 0.5886 1.4991 0.19
```
Positions in Å, forces in eV/Å.

=====

Entry 2:
C20H34AlBrCa2ClF6KLiN2O10PS3 | ωB97M-V with the def2-TZVPD basis set

Results
DFT total energy: -9018.411973 Ha
LUMO: -0.1728 Eh
Highest occupied orbital energy: -6.05 eV
Relative energy (zero: lowest compared OMol25 entry of this formula, charge and spin): 316.62 kcal/mol
Gap between HOMO and LUMO: 1.353 eV

XYZ file:
```
83
Properties=species:S:1:pos:R:3:forces:R:3:lowdin_charge:R:1
C 4.026987 -3.131193 1.783784 -0.1955 -1.0235 -0.0683 -0.11
C 4.477652 -1.714674 1.160593 -2.4206 -2.2430 1.1235 -0.47
C 3.356023 -0.554097 1.311610 3.5598 -0.1913 0.0715 -0.22
O 2.214916 -0.958200 0.574275 -1.4860 1.4844 0.5060 -0.09
C 1.071594 -0.098584 0.692301 0.2322 0.9713 -0.3236 -0.42
P 0.456125 -0.051811 2.536996 -1.7263 -1.0258 0.2438 0.51
S 0.913273 -1.606687 3.611460 -0.0400 -0.0721 0.0565 0.03
N 0.027955 -0.773417 -0.177240 -1.0162 1.0473 0.4783 -0.01
C -0.327937 -2.166314 0.320975 -2.3856 -1.5756 0.9581 -0.21
C -1.728797 -2.227374 1.123945 0.0380 -0.5241 0.4570 -0.19
C -2.712591 -3.422559 0.599008 -1.0060 1.8180 1.3760 -0.05
C -4.180114 -2.786279 0.320404 -1.7544 -2.5105 -4.6332 -0.39
O -4.811098 -3.184675 -0.689312 2.2591 1.9842 4.1919 0.07
O -4.794824 -1.806487 1.160991 0.3732 -0.9649 -0.1027 -0.03
C 0.362377 -0.736609 -1.651645 0.0282 -1.2562 -2.2490 -0.18
C -0.901793 -0.571253 -2.625274 -0.2884 0.5209 -1.0110 -0.42
S -2.285445 -1.778130 -2.416003 -0.4194 0.2798 0.7128 0.87
C -3.830021 -0.735195 -2.735613 0.7435 2.4351 -0.0871 -0.47
C -3.997929 0.446754 -1.624124 0.2055 -0.3269 -0.3044 -0.17
C 1.459603 0.332357 -2.114859 1.8089 -1.6359 0.5626 -0.23
N 0.995523 1.321436 -3.201799 6.9302 2.9916 -2.0484 0.16
C 2.113085 1.858372 -3.583107 -3.9672 -0.8921 1.9784 -0.47
S 3.585981 2.652408 -3.845128 -2.5439 -1.3818 -0.1972 0.59
O 2.101445 1.140565 -1.111476 -1.1991 -0.5166 -0.0622 -0.12
C 1.297338 1.362686 0.080541 0.4969 0.9513 0.8770 -0.31
C 2.162131 2.357947 1.051729 0.4647 -0.1408 -0.6179 -0.06
C 3.409421 3.013879 0.244684 -1.8007 1.5184 1.0080 -0.30
O 3.808260 4.183161 1.044391 -0.4650 -1.0895 -1.6630 -0.09
C 0.014795 2.242005 -0.282885 -0.1940 1.3039 -0.3741 0.01
C -1.050517 2.477609 0.875987 -4.5734 -2.3532 -0.0229 -0.37
O -2.129495 1.809791 0.795935 4.6575 2.3900 0.3239 0.05
O -0.939655 3.373358 1.976177 0.5377 -0.6013 -2.5236 0.04
H 3.844106 -3.927646 0.960594 0.1409 1.4063 1.1945 0.09
H 4.844506 -3.585393 2.472381 -1.2596 0.9419 -0.9653 0.08
H 3.067564 -3.108014 2.404473 1.3882 0.1202 -0.7636 0.04
H 5.499768 -1.411018 1.640260 -3.6889 -0.9259 0.1942 -0.08
H 4.666030 -1.866749 0.024098 -0.9271 0.1416 2.1948 0.02
H 3.251139 -0.366569 2.430433 -0.5684 -0.3100 -1.3470 0.13
H 3.860573 0.373437 0.824967 -1.0060 -1.3511 0.7554 0.08
H -0.989982 0.043482 2.437822 0.9291 0.9579 -0.5089 -0.01
H 0.883365 1.124761 3.228918 -0.2463 -0.0447 -0.9610 0.01
H -0.893931 -0.270216 -0.116119 0.8383 -0.0164 0.1771 0.15
H -0.459652 -2.915250 -0.559235 0.8448 1.3247 1.2769 0.08
H 0.434146 -2.645598 1.003519 -0.4398 1.1939 -1.3505 0.10
H -1.459217 -2.526691 2.218314 -0.0607 0.7066 -1.6078 0.00
H -2.278604 -1.229633 1.202014 0.5351 -1.2710 -0.3262 0.09
H -2.337913 -3.934384 -0.346217 -0.7345 0.7681 1.3556 0.13
H -2.877337 -4.174380 1.459235 0.3292 0.9114 -1.5352 0.13
H -5.704521 -1.646704 0.790833 2.0356 -0.3301 -0.3883 0.02
H 0.801630 -1.785789 -1.882027 -0.5492 1.7182 0.6071 0.18
H -0.499942 -0.746382 -3.699936 -0.4345 0.5197 1.7980 0.11
H -1.388395 0.474076 -2.605445 0.9888 -1.4535 0.0542 0.08
H -4.768962 -1.372111 -2.850333 1.7172 0.5829 0.1822 0.09
H -3.595330 -0.163846 -3.725220 -1.3352 -0.9418 0.9275 0.03
H -3.902905 0.018612 -0.565814 -0.3636 0.6656 -1.2810 0.03
H -3.162105 1.244327 -1.723438 -1.3159 -1.3169 0.0402 0.05
H -4.988321 1.023798 -1.789243 1.6013 -1.1256 0.2284 0.09
H 2.306180 -0.261430 -2.639873 -1.4696 0.7669 1.2219 0.18
H 2.516013 1.852528 2.009585 -0.1709 0.7073 -1.5195 0.11
H 1.536726 3.271699 1.391613 0.8750 -1.6277 -0.6928 0.14
H 3.004006 3.472857 -0.747246 0.5858 -1.1641 0.9985 0.12
H 4.273729 2.263378 0.086399 -1.1362 0.7187 0.8598 0.04
H 3.034572 4.805883 0.908231 1.0258 -0.1132 0.2629 0.09
H -0.585192 1.890848 -1.201874 0.8462 0.2208 1.6356 0.13
H 0.410477 3.293079 -0.580997 -0.4465 -1.6917 0.4726 0.16
H -1.181762 4.266933 1.636314 0.3276 -0.5176 0.3913 0.14
C -7.363362 -4.947064 -0.292355 1.0679 -3.4317 -1.5741 -1.05
O -6.945531 -5.399082 0.788204 0.1535 0.8242 1.6478 -0.09
O -7.859538 -3.767493 -0.441471 -1.8445 5.9015 2.0965 -0.30
O -7.365460 -5.562611 -1.385752 0.0637 -0.3148 -0.0053 0.00
Ca -8.052592 -2.035976 1.096264 -0.0186 -3.0832 -2.0079 1.49
F 2.719745 7.750781 -2.102988 -0.4215 -0.2678 1.7653 -0.26
Al 2.179609 7.927489 -0.420516 -0.0945 1.3873 -0.1221 0.07
F 0.831903 9.073756 -0.344864 1.5129 -1.5496 -0.0518 -0.24
F 3.525359 8.518438 0.571151 -1.3920 -0.9875 -1.0759 -0.25
F 1.650717 6.333536 0.193214 0.7588 0.5371 -0.4229 -0.25
Li -1.950930 -2.878234 4.039046 0.8691 0.1801 -0.0694 0.80
Br 6.520539 -0.631595 0.275259 3.8581 7.0110 -3.2781 0.04
F -4.656178 0.654660 -4.879681 0.3399 0.1327 0.1899 -0.75
K 7.178992 -3.059551 0.189982 0.6816 -3.1612 0.0109 0.66
Ca 5.371862 2.998108 -1.671799 -0.5148 -0.2630 0.4717 1.45
F 0.626041 -4.048145 -0.335476 0.7860 -1.5974 -0.7681 -0.61
Cl 2.264104 -2.677671 5.417456 0.4844 -0.8609 0.9748 -0.52
```
Positions in Å, forces in eV/Å.

=====

Entry 3:
C33H53CuN2OP2S | ωB97M-V with the def2-TZVPD basis set

Results
Spin multiplicity: 2
DFT total energy: -4195.153879 Ha
LUMO (spin up / spin down): -0.0957 / -0.1503 Eh
Highest occupied orbital energy (spin up / spin down): -9.43 / -9.39 eV
Relative energy (zero: lowest compared OMol25 entry of this formula, charge and spin): 0.00 kcal/mol
Total charge: +1
Gap between HOMO and LUMO (spin up / spin down): 6.831 / 5.303 eV
<S²>: 0.782

XYZ file:
```
93
Properties=species:S:1:pos:R:3:forces:R:3:mulliken_spin:R:1
C -1.323061 -1.550604 -2.347463 0.0691 0.2284 -0.0359 -0.04
C 0.670534 -2.570044 -1.583018 -0.6959 0.1574 -0.5598 -0.01
C -1.524561 -2.572672 -3.280387 0.0269 0.0352 0.1594 0.16
C 0.398842 -3.701597 -2.400927 0.3605 0.2278 0.3299 0.19
C -0.666620 -3.678271 -3.278998 -0.0941 0.1923 0.0208 -0.05
H -2.368506 -2.492947 -3.959837 0.1025 -0.1826 0.1321 0.00
H 1.099444 -4.531667 -2.337021 -0.2396 0.0738 -0.1897 0.00
H -0.842864 -4.506307 -3.963817 0.0571 0.1646 0.1826 0.00
N -0.241608 -1.535118 -1.555964 0.1508 -0.8700 -0.3910 0.10
P -2.466154 0.041989 -0.387604 -0.5741 -0.2279 0.4634 0.00
P 2.406134 -0.884570 -0.247603 0.9185 0.1262 0.0588 -0.03
C -2.350022 -0.420104 -2.174868 0.0491 -0.1916 -0.3033 -0.02
H -2.046861 0.465468 -2.750390 0.0671 -0.2587 0.1404 0.01
H -3.327223 -0.732133 -2.564120 0.3471 0.0151 -0.0741 0.00
C 0.374365 0.822751 1.177194 0.4612 3.0362 4.3506 0.02
O 0.589352 1.475140 2.115947 -0.4001 -1.6777 -2.6656 0.00
C 1.879527 -2.447120 -0.849874 0.0736 -0.6425 -0.2444 0.51
H 2.499509 -3.341356 -0.741590 -0.3177 0.1872 -0.0074 -0.04
C 3.523742 -0.108449 -1.602924 0.0167 -0.2511 0.2926 0.07
C 3.458308 -1.279107 1.285725 0.1388 0.0176 -0.3509 0.02
C -3.342683 1.727862 -0.321776 -0.2426 -0.5392 -0.1535 0.00
C -3.671984 -1.347879 0.217332 0.0886 0.6548 -0.2731 0.01
C 3.613273 1.401594 -1.331557 0.1157 -0.0072 -0.0304 0.01
H 4.037165 1.624317 -0.344310 -0.1161 -0.0389 -0.3002 0.00
H 4.271479 1.848221 -2.089126 -0.0858 -0.0162 0.1307 0.00
H 2.634603 1.883691 -1.406170 0.1707 -0.0900 0.0718 0.00
C 4.924158 -0.726749 -1.621195 0.2294 0.1522 -0.2813 0.01
H 5.508200 -0.513186 -0.718926 -0.1938 -0.0965 -0.2866 0.00
H 4.886423 -1.810110 -1.792682 0.0322 0.2387 0.0716 0.00
H 5.468089 -0.278317 -2.466646 -0.0463 -0.1210 0.1597 0.00
C 2.897621 -0.357878 -2.979658 -0.0254 -0.0211 -0.0755 0.03
H 3.531791 0.119003 -3.742406 -0.1032 -0.1083 0.1697 0.00
H 2.838291 -1.430278 -3.207186 0.0107 0.2445 0.0219 0.00
H 1.901045 0.079603 -3.065455 0.0888 -0.2158 0.0614 -0.01
C 4.210918 -0.009097 1.725058 0.0141 -0.0812 0.1373 0.01
H 3.521812 0.833328 1.875062 0.1578 -0.1434 -0.0309 0.00
H 4.697533 -0.217979 2.689197 -0.1111 0.0805 -0.1946 0.00
H 4.997987 0.292817 1.023998 -0.2482 -0.0779 0.2045 0.00
C 2.520762 -1.706095 2.421957 -0.1341 0.2756 0.0855 0.01
H 1.803220 -0.920757 2.690484 0.2593 -0.2708 -0.1010 0.00
H 1.952704 -2.608223 2.165711 0.0579 0.1376 0.0116 0.00
H 3.124484 -1.924577 3.315911 -0.0909 -0.0003 -0.2420 0.00
C 4.439717 -2.435555 1.063430 0.3136 0.0295 0.1020 -0.01
H 5.199669 -2.230769 0.305638 -0.2097 -0.0957 0.2216 0.00
H 4.966522 -2.604055 2.014907 -0.1170 -0.0871 -0.2192 0.00
H 3.919838 -3.361153 0.797620 0.1081 0.0914 0.1134 0.00
C -4.173302 -0.984411 1.621768 -0.0915 -0.1353 0.1960 0.00
H -4.720631 -1.849176 2.027223 0.0854 0.1685 -0.0726 0.00
H -3.334939 -0.778662 2.302778 -0.2898 0.0106 -0.2202 0.00
H -4.870890 -0.136480 1.621921 0.2077 -0.2387 -0.0383 0.00
C -2.853090 -2.642951 0.299545 0.1472 -0.0655 0.1398 0.00
H -2.595478 -3.028410 -0.694433 -0.0248 0.0539 0.2026 0.00
H -1.933628 -2.496086 0.880789 -0.1972 -0.0794 -0.2010 0.00
H -3.455753 -3.411162 0.807057 0.1030 0.1407 -0.1298 0.00
C -4.873643 -1.608062 -0.701693 -0.2357 -0.0910 0.1762 0.00
H -5.503004 -2.366204 -0.209466 0.1244 0.0987 -0.2004 0.00
H -5.501369 -0.725665 -0.857704 0.1829 -0.3141 0.0160 0.00
H -4.580243 -2.012601 -1.677651 -0.0638 0.0319 0.2008 0.00
C -2.633398 2.734744 -1.242146 0.0124 0.0223 0.0543 0.00
H -2.646945 2.422325 -2.293973 -0.0359 0.1052 0.1819 0.00
H -3.164806 3.697638 -1.171542 0.1533 -0.2566 -0.0265 0.00
H -1.593672 2.900767 -0.940735 -0.1835 -0.0487 -0.0289 0.00
C -3.238802 2.251263 1.124405 -0.0465 0.0186 -0.0377 0.00
H -2.191774 2.394893 1.424068 -0.1986 -0.0254 -0.0806 0.00
H -3.747265 3.225503 1.174846 0.1384 -0.1788 0.0465 0.00
H -3.715997 1.586421 1.854368 0.1297 0.1824 -0.2156 0.00
C -4.811147 1.637020 -0.751134 -0.1787 0.5436 0.0075 0.00
H -4.920394 1.167028 -1.737868 -0.0085 0.0870 0.2493 0.00
H -5.439749 1.116350 -0.017418 0.2303 0.1002 -0.2607 0.00
H -5.204079 2.662922 -0.835541 -0.0120 -0.2283 0.0118 0.00
Cu 0.198894 0.068164 -0.435025 -0.0697 0.0000 -0.6637 0.03
N 0.239639 1.474891 -1.872079 0.5252 1.4018 -3.1771 0.00
C 0.392218 2.007236 -2.907813 -0.6440 -1.2929 3.2388 0.00
C 0.551961 2.739797 -4.104940 0.1841 0.5662 -1.2134 0.00
C 0.382419 4.137790 -4.083854 0.0391 -0.1378 0.0465 0.00
C 0.886916 2.079285 -5.305365 -0.0397 0.1520 0.2090 0.00
C 0.551644 4.869153 -5.257548 -0.0254 -0.0803 0.0695 0.00
H 0.124207 4.624421 -3.139019 0.0931 -0.1067 -0.3921 0.00
C 1.064095 2.825758 -6.469414 -0.0357 -0.1080 0.1069 0.00
H 1.003347 0.991897 -5.299748 0.0031 0.4022 -0.0766 0.00
C 0.890491 4.214025 -6.447036 0.0049 -0.0500 0.1190 0.00
H 0.419269 5.955671 -5.236264 0.0618 -0.4726 -0.0543 0.00
H 1.341043 2.313599 -7.396239 -0.1494 0.2573 0.3631 0.00
H 1.022178 4.791229 -7.366177 -0.0365 -0.2115 0.3467 0.00
C -0.950593 -2.698040 3.748516 -0.0152 -0.0603 -0.0182 0.00
S -0.798637 -1.151122 2.842329 -0.3005 -0.2175 0.2502 0.00
C -1.062131 -0.000349 4.209495 0.0379 0.1995 0.1090 0.00
H -0.634255 -3.506047 3.078976 -0.0930 0.1234 0.2170 0.00
H -1.998115 -2.840050 4.036749 0.2685 -0.1391 0.0536 0.00
H -0.298043 -2.663426 4.627610 -0.1695 -0.1891 -0.1669 0.00
H -1.536912 -0.539934 5.039501 0.0899 0.2597 -0.2491 0.00
H -0.099729 0.414156 4.533152 -0.3034 -0.0462 0.0513 0.00
H -1.716922 0.814133 3.872654 0.1865 -0.2060 0.1778 0.00
```
Positions in Å, forces in eV/Å.

=====

Entry 4:
C2H3FOPb | ωB97M-V with the def2-TZVPD basis set

Results
Spin multiplicity: 2
DFT total energy: -445.586578 Ha
LUMO (spin up / spin down): -0.2290 / -0.2105 Eh
Highest occupied orbital energy (spin up / spin down): -11.26 / -16.16 eV
Relative energy (zero: lowest compared OMol25 entry of this formula, charge and spin): 0.00 kcal/mol
Total charge: +1
Gap between HOMO and LUMO (spin up / spin down): 5.032 / 10.432 eV
<S²>: 0.759

XYZ file:
```
8
Properties=species:S:1:pos:R:3:forces:R:3:mulliken_spin:R:1
H 0.647699 0.628661 -1.102448 -1.0323 -3.0900 -0.7037 0.03
C 0.064457 -0.380710 -0.756504 0.6892 0.7766 0.1017 -0.01
C 0.560940 -0.287883 0.635299 2.3175 2.7662 -1.4967 0.17
O 0.262037 0.844076 1.075898 0.0810 -1.5470 2.6029 -0.05
H 0.105811 -1.406874 -1.141035 0.2702 0.7842 -0.8594 0.01
F -1.277919 0.023106 -0.704377 -0.6411 -0.5601 -0.9322 -0.01
H 1.554061 -0.718088 0.836921 -0.5022 -0.4026 0.7259 0.01
Pb -1.917085 1.297710 1.156245 -1.1824 1.2726 0.5614 0.85
```
Positions in Å, forces in eV/Å.